No. 1
17
Properties=species:S:1:pos:R:3:lowdin_charge:R:1 method="wB97M-V/def2-TZVPD" relative_energy_kcal_mol=29.76 homo_energy_ev=-4.617 e_tot_ev=-11453.3645 molar_mass_g_mol=103.094 charge=-1
C 0.703 0.596 -1.993 -0.299
O 0.318 -0.461 -1.114 -0.428
H 0.789 1.734 -1.725 0.076
H 0.054 0.487 -2.907 0.059
H 1.725 0.358 -2.264 0.029
H 1.681 0.781 0.839 0.039
H 2.738 0.253 1.608 -0.028
O 2.422 1.080 1.414 -0.047
H -0.821 -2.714 -0.710 0.057
H -1.027 -1.369 -1.341 -0.004
O -1.560 -2.258 -1.253 -0.203
H -0.801 1.201 3.330 0.094
H -1.001 0.034 2.231 -0.059
O -0.780 0.159 3.154 -0.153
H -0.750 0.103 -0.126 0.019
H -2.166 -0.316 0.284 0.008
O -1.524 0.331 0.574 -0.160

***

No. 2
23
Properties=species:S:1:pos:R:3:lowdin_charge:R:1 method="wB97M-V/def2-TZVPD" relative_energy_kcal_mol=0.00 homo_energy_ev=-2.125 e_tot_ev=-64298.7412 molar_mass_g_mol=231.644 charge=-1
Cu -0.401 -0.445 -0.008 0.229
C -0.454 0.594 1.809 -0.756
O 0.520 0.761 0.812 -0.255
O -0.476 1.510 2.687 -0.039
O -1.365 -0.269 1.519 -0.114
O -0.647 -2.326 -0.587 0.001
H -1.517 -2.527 -0.873 0.053
H -0.245 -3.128 -0.323 0.060
O -1.502 0.199 -1.455 0.028
H -0.934 -0.008 -2.166 0.042
H -2.185 -0.403 -1.650 0.047
O 1.533 -0.989 -1.954 -0.056
H 1.423 -1.340 -2.807 -0.001
H 1.598 -0.030 -1.932 -0.034
O 1.743 1.512 -1.386 -0.045
H 1.393 1.454 -0.510 -0.010
H 2.599 1.956 -1.344 0.064
O -3.280 1.438 1.240 -0.099
H -3.139 2.056 1.957 0.013
H -2.495 0.872 1.367 -0.040
O 2.581 -0.564 2.149 -0.058
H 1.891 -0.032 1.737 -0.018
H 3.361 -0.292 1.717 -0.011